# 1
The following is a DFT calculation (ωB97M-V/def2-TZVPD) of the ion C12H14N3 with charge +1.

Geometry as ORCA input:
```
! RIJCOSX wB97M-V def2-TZVPD def2/J DEFGRID3
* xyz 1 1
C -3.98894 0.13728 -0.11177
C -3.51349 1.27538 0.55137
C -2.98632 -0.61467 -0.80886
C 3.13789 0.68907 -0.02678
C 2.94372 2.17995 -0.05918
C 0.61457 2.27874 -0.36016
C -2.15112 1.53141 0.68194
C -1.65176 -0.32133 -0.65304
C 0.07237 1.18150 0.14579
C 2.40361 -0.36778 0.30099
C 1.43829 -2.14347 -1.01583
C 1.20768 -2.06528 1.40916
N 1.87602 2.85513 -0.16836
N -1.22083 0.80926 -0.01113
N 1.76909 -1.49174 0.24978
H -4.90029 -0.27449 -0.02073
H -4.28664 1.86584 1.03612
H -3.39587 -1.62465 -1.22376
H 4.18478 0.52904 -0.01722
H 3.83252 2.76671 0.26467
H -0.10186 3.00583 -0.88973
H -1.79834 2.54822 0.93174
H -0.81422 -0.90705 -1.05818
H 2.31994 -2.53779 -1.66749
H 0.79756 -3.07608 -0.86939
H 0.93319 -1.58645 -1.73463
H 1.69080 -3.02182 1.56796
H 1.41554 -1.47420 2.43118
H 0.17212 -2.14655 1.12552
*
```

Properties
**DFT total energy**: -629.4382 Eh
**Relative energy (zero: lowest compared OMol25 entry of this formula, charge and spin)**: 6.125 eV
**M**: 200.265 g mol⁻¹


# 2
The following is a DFT calculation (ωB97M-V/def2-TZVPD) of a structure of composition C12H14N4PdS2.

Geometry as ORCA input:
```
! RIJCOSX wB97M-V def2-TZVPD def2/J DEFGRID3
* xyz 0 1
Pd -0.26940 -0.24544 0.30562
N 1.49733 -1.12926 -0.63492
C 1.59705 -1.22798 -2.10313
C 2.03553 0.07344 -2.76036
C 1.01481 1.20487 -2.90095
C 0.63201 1.99567 -1.65223
N -0.52867 1.42436 -0.93078
H 2.28801 -0.61391 -0.25720
H 1.55249 -2.05714 -0.22751
H 0.62475 -1.53768 -2.48737
H 2.31946 -2.00225 -2.37115
H 2.35936 -0.18965 -3.76948
H 2.92851 0.45250 -2.24951
H 0.10625 0.82561 -3.38283
H 1.44161 1.92640 -3.60018
H 0.38114 3.01613 -1.94928
H 1.46179 2.05264 -0.94764
H -1.29373 1.26974 -1.57996
H -0.85920 2.10758 -0.25546
S 0.77960 0.70521 2.79174
C 0.16950 -0.87060 2.57925
C 1.00174 -1.99727 2.94084
C 0.61227 -3.28980 2.80723
C 1.51731 -4.34331 3.19086
N 2.25056 -5.17799 3.48189
C -0.67759 -3.61694 2.27448
C -1.50299 -2.59977 1.90805
C -1.14372 -1.22685 2.05989
S -2.21853 0.00252 1.47560
C -1.07181 -4.98404 2.08708
N -1.38514 -6.07804 1.92465
H 1.97144 -1.76733 3.36080
H -2.47315 -2.81629 1.48151
*
```

Properties
**DFT total energy**: -1608.9336 Eh
**Relative energy (zero: lowest compared OMol25 entry of this formula, charge and spin)**: 0.304 eV
**M**: 384.826 g mol⁻¹